1.
# C9H17Cl3O16S4

A molecular structure, C9H17Cl3O16S4 (the ωB97M-V functional and the def2-TZVPD basis, the OMol25 dataset).

The geometry in ORCA input format:
```
! wB97M-V def2-TZVPD RIJCOSX def2/J DEFGRID3
* xyz -1 2
C -0.681 6.244 4.706
Cl -0.514 5.299 6.317
Cl -0.934 8.040 4.695
Cl -1.606 5.450 3.413
H 0.284 5.977 4.275
C 0.688 2.243 1.699
C -0.684 2.526 1.023
O -1.542 1.415 0.866
S -0.650 0.110 1.548
O -0.216 -0.689 0.446
O -1.447 -0.458 2.634
O 0.466 1.036 2.285
H 0.886 2.884 2.558
H 1.537 2.203 1.017
H -0.522 3.159 0.151
H -1.157 3.267 1.668
C 1.361 -4.131 0.753
C 2.072 -2.811 1.276
O 1.412 -2.599 2.504
S 1.312 -4.105 3.350
O -0.049 -4.257 3.815
O 2.412 -4.464 4.235
O 1.410 -4.974 1.878
H 1.813 -4.585 -0.129
H 0.309 -3.946 0.537
H 1.955 -1.909 0.675
H 3.112 -3.003 1.540
C -3.281 -2.196 -1.051
C -2.193 -1.569 -1.947
O -1.156 -2.499 -2.015
S -1.872 -4.038 -2.065
O -0.958 -4.888 -1.319
O -2.199 -4.342 -3.452
O -3.206 -3.502 -1.296
H -4.203 -1.697 -1.348
H -3.049 -2.066 0.007
H -1.692 -0.848 -1.300
H -2.437 -1.246 -2.959
C 0.922 2.756 -4.213
C 2.153 2.035 -4.512
O 2.322 1.289 -3.434
S 1.099 1.139 -2.418
O 1.547 1.096 -1.053
O 0.310 0.015 -2.930
O 0.517 2.592 -2.900
H 0.163 2.301 -4.848
H 1.106 3.756 -4.605
H 3.046 2.627 -4.714
H 2.032 1.364 -5.362
*
```

Expectation value of S²: 0.754
Gap between HOMO and LUMO (spin up / spin down) (hartree): 0.0746 / 0.2717
Electronic energy (hartree): -4530.068080
Highest occupied orbital energy (spin up / spin down) (eV): -0.61 / -5.98
Maximum force (eV Å⁻¹): 6.2

=====

2.
# C26H50BrN5O6P2Sn

A molecular structure, C26H50BrN5O6P2Sn (the ωB97M-V functional and the def2-TZVPD basis, the OMol25 dataset).

The geometry in ORCA input format:
```
! wB97M-V def2-TZVPD RIJCOSX def2/J DEFGRID3
* xyz 2 1
Sn 0.361 -0.751 0.928
C 2.897 3.408 3.013
C 1.476 3.150 2.599
C 1.175 2.605 1.353
C -0.145 2.429 0.955
C -1.192 2.781 1.796
C -0.902 3.316 3.044
C 0.417 3.495 3.437
H 3.595 2.786 2.455
H 3.041 3.219 4.078
H 3.162 4.452 2.833
H 1.980 2.324 0.682
H -0.344 2.050 -0.044
H -2.222 2.669 1.481
H -1.704 3.610 3.708
H 0.630 3.927 4.408
C -3.080 -1.432 1.606
O -1.745 -1.838 1.908
C -1.673 -3.166 2.428
C -0.412 -3.278 3.253
O 0.729 -2.814 2.536
C 1.579 -3.793 1.948
C 1.110 -4.179 0.566
O 0.954 -2.978 -0.192
C 0.760 -3.237 -1.580
H -3.678 -1.409 2.519
H -3.031 -0.439 1.170
H -3.540 -2.117 0.890
H -2.534 -3.363 3.072
H -1.695 -3.879 1.598
H -0.497 -2.641 4.134
H -0.269 -4.310 3.582
H 2.564 -3.329 1.887
H 1.652 -4.677 2.585
H 1.863 -4.817 0.095
H 0.163 -4.728 0.589
H -0.197 -3.738 -1.748
H 0.772 -2.280 -2.094
H 1.571 -3.862 -1.961
C -3.339 1.051 -3.654
N -2.752 0.799 -2.338
C -3.148 1.756 -1.307
P -1.521 -0.240 -2.145
O -1.289 -0.467 -0.679
O -0.198 0.352 -2.836
P 1.307 0.656 -2.327
O 1.601 -0.036 -1.038
N 2.284 0.099 -3.499
C 2.320 0.773 -4.796
C 3.361 -0.860 -3.260
N 1.299 2.284 -2.264
C 0.285 3.184 -2.804
C 2.593 2.924 -2.010
N -1.801 -1.561 -3.046
C -1.104 -1.949 -4.270
C -3.047 -2.290 -2.798
H -4.425 0.968 -3.595
H -2.973 0.329 -4.381
H -3.086 2.054 -4.004
H -4.234 1.753 -1.211
H -2.828 2.770 -1.564
H -2.709 1.477 -0.354
H 1.424 1.374 -4.943
H 2.358 0.028 -5.592
H 3.197 1.417 -4.885
H 3.236 -1.325 -2.287
H 4.333 -0.362 -3.290
H 3.345 -1.630 -4.032
H -0.669 2.675 -2.908
H 0.156 4.024 -2.120
H 0.582 3.577 -3.780
H 3.025 3.319 -2.932
H 3.292 2.212 -1.570
H 2.458 3.746 -1.306
H -0.153 -1.432 -4.357
H -1.710 -1.728 -5.152
H -0.917 -3.024 -4.249
H -3.477 -1.994 -1.842
H -2.843 -3.362 -2.768
H -3.780 -2.098 -3.585
Br 2.993 -0.258 3.102
C 1.499 0.174 4.202
C 1.728 0.603 5.497
C 0.616 0.894 6.270
C -0.650 0.748 5.721
C -0.754 0.318 4.412
N 0.310 0.028 3.656
H 2.734 0.696 5.881
H 0.739 1.228 7.292
H -1.539 0.966 6.296
H -1.720 0.195 3.935
*
```

Gap between HOMO and LUMO (hartree): 0.3428
Energy above the lowest of the compared OMol25 structures with the same formula, charge and spin (kcal per mole): 1.2
Electronic energy (hartree): -5216.676894
Highest occupied orbital energy (eV): -13.64
Maximum force (eV Å⁻¹): 0.2

=====

3.
# C2H2O2S2

A single C2H2O2S2 molecule (the ωB97M-V functional and the def2-TZVPD basis, the OMol25 dataset).

The geometry in ORCA input format:
```
! wB97M-V def2-TZVPD RIJCOSX def2/J DEFGRID3
* xyz 0 1
O -2.587 0.588 -0.290
S -1.599 -0.458 -0.365
O -1.916 -1.758 0.209
C 0.162 0.353 0.590
C 1.517 0.120 0.023
S 0.777 1.754 -0.049
H 2.411 -0.128 0.724
H 1.234 -0.471 -0.842
*
```

SMILES string: O=S(=O)=C1CS1
Gap between HOMO and LUMO (spin up / spin down) (hartree): 0.2826 / 0.2827
Energy above the lowest of the compared OMol25 structures with the same formula, charge and spin (kcal per mole): 93.1
Electronic energy (hartree): -1024.114192
Highest occupied orbital energy (spin up / spin down) (eV): -9.58 / -9.58
Maximum force (eV Å⁻¹): 2.4

=====

4.
# C5H15NO2

2 unconnected molecules or ions with the total composition C5H15NO2 (the ωB97M-V functional and the def2-TZVPD basis, the OMol25 dataset).

The geometry in ORCA input format:
```
! wB97M-V def2-TZVPD RIJCOSX def2/J DEFGRID3
* xyz 0 1
C -0.689 -1.946 -0.716
N 0.494 -1.369 -1.314
C 0.382 0.008 -1.822
C -0.218 1.082 -0.921
C 0.662 1.669 0.201
C 0.996 0.699 1.319
O 2.219 0.006 1.030
H -0.937 -1.549 0.267
H -1.525 -1.749 -1.381
H -0.516 -3.013 -0.706
H 1.321 -1.494 -0.752
H -0.203 -0.090 -2.729
H 1.378 0.332 -2.107
H -1.191 0.786 -0.502
H -0.496 1.925 -1.567
H 1.601 2.043 -0.201
H 0.133 2.547 0.571
H 0.190 -0.003 1.579
H 1.174 1.254 2.254
H 2.067 -0.952 1.042
O -2.319 -0.333 2.458
H -1.716 0.417 2.368
H -2.807 -0.269 1.627
*
```

SMILES string: CNCCCCO.O
Gap between HOMO and LUMO (hartree): 0.3423
Energy above the lowest of the compared OMol25 structures with the same formula, charge and spin (kcal per mole): 32.0
Electronic energy (hartree): -404.704102
Highest occupied orbital energy (eV): -8.61
Maximum force (eV Å⁻¹): 1.0

=====

5.
# C20H23ClN2O5S

A single C20H23ClN2O5S molecule (the ωB97M-V functional and the def2-TZVPD basis, the OMol25 dataset).

The geometry in ORCA input format:
```
! wB97M-V def2-TZVPD RIJCOSX def2/J DEFGRID3
* xyz 0 1
C -5.083 -3.162 -1.975
O -5.095 -2.374 -0.813
C -4.021 -1.549 -0.563
C -2.891 -1.513 -1.372
C -1.819 -0.689 -1.089
C -1.854 0.135 0.030
N -0.739 0.944 0.269
C -0.530 1.831 1.268
O -1.310 2.090 2.161
C 0.839 2.517 1.192
C 0.976 3.378 -0.069
C 2.333 4.080 -0.055
C 3.471 3.043 0.046
N 2.984 1.692 0.214
S 2.821 0.727 -1.129
O 3.718 1.209 -2.133
O 1.439 0.527 -1.503
C 3.429 -0.823 -0.473
C 4.783 -0.937 -0.220
C 5.283 -2.112 0.309
C 4.410 -3.159 0.580
Cl 5.027 -4.623 1.242
C 3.051 -3.045 0.324
C 2.560 -1.865 -0.209
C 2.006 1.503 1.260
C -2.976 0.115 0.844
C -4.063 -0.710 0.567
O -5.069 -0.607 1.479
C -6.333 -1.187 1.252
H -4.268 -3.894 -1.961
H -5.007 -2.550 -2.880
H -6.036 -3.689 -1.977
H -2.836 -2.143 -2.245
H -0.956 -0.678 -1.739
H -0.006 0.835 -0.429
H 0.888 3.180 2.062
H 0.897 2.760 -0.964
H 0.174 4.117 -0.094
H 2.374 4.758 0.799
H 2.447 4.674 -0.962
H 4.071 3.028 -0.863
H 4.126 3.267 0.894
H 5.428 -0.105 -0.452
H 6.337 -2.223 0.510
H 2.389 -3.869 0.538
H 1.511 -1.749 -0.431
H 1.644 0.477 1.172
H 2.524 1.592 2.221
H -3.033 0.746 1.714
H -6.769 -0.851 0.309
H -6.288 -2.278 1.259
H -6.954 -0.844 2.080
*
```

SMILES string: COc1ccc(NC(=O)[C@@H]2CCCN(S(=O)(=O)c3ccc(Cl)cc3)C2)cc1OC
Gap between HOMO and LUMO (hartree): 0.2871
Energy above the lowest of the compared OMol25 structures with the same formula, charge and spin (kcal per mole): 70.6
Electronic energy (hartree): -2119.999539
Highest occupied orbital energy (eV): -7.61
Maximum force (eV Å⁻¹): 1.1

=====

6.
# C25H27Br2Cl42F3O3

15 unconnected molecules or ions with the total composition C25H27Br2Cl42F3O3 (the ωB97M-V functional and the def2-TZVPD basis, the OMol25 dataset).

The geometry in ORCA input format:
```
! wB97M-V def2-TZVPD RIJCOSX def2/J DEFGRID3
* xyz 0 1
C 5.217 -0.106 -0.259
C 4.734 1.073 0.790
Br 6.071 1.509 2.268
C 3.405 1.799 0.695
Br 2.104 1.394 -0.824
C 2.903 2.953 1.756
C 2.889 2.634 3.366
C 1.782 3.712 3.942
O 1.728 4.415 5.076
O 0.746 3.822 2.903
C 1.263 3.254 1.615
C 0.813 4.452 0.559
C -0.854 4.525 0.597
O -1.504 3.236 0.325
C -2.123 2.647 1.520
C -3.666 2.097 1.266
F -4.216 1.791 2.629
F -4.514 3.144 0.639
F -3.669 0.812 0.473
H 6.234 0.158 -0.822
H 4.414 -0.410 -1.053
H 5.447 -1.086 0.376
H 3.470 3.962 1.472
H 3.903 3.120 3.765
H 2.737 1.494 3.598
H 0.636 2.240 1.578
H 1.235 4.298 -0.522
H 1.174 5.483 1.041
H -1.138 5.236 -0.319
H -1.223 5.082 1.556
H -1.491 1.676 1.805
H -2.119 3.322 2.475
C -2.943 -2.526 0.963
Cl -1.867 -2.441 -0.442
Cl -4.425 -3.410 0.560
Cl -2.118 -3.288 2.334
H -3.217 -1.507 1.249
C 7.006 -3.203 -1.622
Cl 8.001 -2.058 -2.537
Cl 7.451 -3.184 0.093
Cl 5.285 -2.829 -1.822
H 7.188 -4.207 -2.014
C 8.491 2.346 5.770
Cl 8.749 2.016 4.048
Cl 9.764 3.405 6.399
Cl 6.894 3.069 6.032
H 8.532 1.397 6.312
C -1.154 8.112 -1.552
Cl -2.385 7.353 -0.528
Cl -0.832 9.769 -1.012
Cl 0.337 7.155 -1.547
H -1.535 8.152 -2.576
C -6.296 7.838 -2.094
Cl -5.879 6.317 -1.287
Cl -6.949 9.002 -0.929
Cl -4.880 8.512 -2.919
H -7.065 7.632 -2.842
C 4.160 -4.028 -5.748
Cl 2.398 -3.903 -5.606
Cl 4.906 -2.422 -5.669
Cl 4.813 -5.079 -4.480
H 4.397 -4.470 -6.718
C 10.850 -5.952 0.764
Cl 10.363 -7.640 0.992
Cl 10.051 -5.261 -0.659
Cl 10.480 -4.997 2.210
H 11.930 -5.924 0.600
C -7.238 -4.440 -2.295
Cl -7.195 -4.958 -0.601
Cl -6.044 -5.336 -3.250
Cl -8.862 -4.655 -2.969
H -6.986 -3.377 -2.336
C -9.935 -8.108 -3.934
Cl -9.892 -8.626 -2.240
Cl -8.742 -9.004 -4.889
Cl -11.560 -8.323 -4.608
H -9.683 -7.046 -3.975
C -7.235 -2.730 3.338
Cl -8.996 -2.605 3.479
Cl -6.489 -1.124 3.416
Cl -6.582 -3.781 4.606
H -6.997 -3.172 2.367
C -12.245 -0.287 2.919
Cl -12.732 -1.975 3.147
Cl -13.044 0.404 1.496
Cl -12.614 0.668 4.365
H -11.165 -0.259 2.754
C -4.240 -0.109 -2.680
Cl -5.541 0.383 -3.778
Cl -4.556 -1.725 -2.026
Cl -2.676 -0.069 -3.511
H -4.206 0.599 -1.848
C 10.485 0.680 -4.611
Cl 11.001 1.182 -2.992
Cl 11.319 -0.806 -5.097
Cl 8.728 0.451 -4.661
H 10.749 1.470 -5.318
C 3.282 -4.208 1.441
Cl 1.520 -4.084 1.583
Cl 4.027 -2.603 1.520
Cl 3.935 -5.260 2.709
H 3.519 -4.651 0.471
*
```

Gap between HOMO and LUMO (hartree): 0.3301
Electronic energy (hartree): -25969.856581
Highest occupied orbital energy (eV): -9.23
Maximum force (eV Å⁻¹): 8.9